No. 1
DFT (ωB97M-V with the def2-TZVPD basis set) results for one molecule with the formula C5H8O2.

Structure (XYZ):
```
15
Properties=species:S:1:pos:R:3
O 2.53032 1.36194 0.09863
C 1.66806 0.53016 0.01520
C 0.82199 -0.22284 1.03347
C -0.10225 -0.65969 -0.13397
C -1.44798 0.07615 -0.17461
O -1.86130 0.38649 1.14558
C 0.93556 -0.12066 -1.16342
H 0.36239 0.36323 1.83120
H 1.37885 -1.05725 1.47512
H -0.25135 -1.74038 -0.18509
H -2.19571 -0.56164 -0.67351
H -1.35550 0.99313 -0.78195
H -2.61356 0.98684 1.08724
H 0.58023 0.56316 -1.94278
H 1.55026 -0.89865 -1.63109
```

Results
E_HOMO	-9.491	eV
multiplicity	1
maximum force	0.6	eV/Å
net charge	0
lowest unoccupied orbital energy	0.0281	Eh
HOMO-LUMO gap	10.25	eV

Results of the Mulliken charge analysis, in e, for atoms 1 through 4: O -0.561; C 0.478; C -0.738; C 0.236

No. 2
DFT (ωB97M-V with the def2-TZVPD basis set) results for C5H8O2 as an isolated structure in a non-equilibrium geometry.

Structure (XYZ):
```
15
Properties=species:S:1:pos:R:3
O -1.80515 1.17049 -1.03481
C -1.59080 0.08123 -0.23829
C -1.38782 -1.17100 -0.62604
C 1.35921 -0.85034 0.76005
C 1.16390 0.60539 1.17709
C 1.22860 0.83753 -0.27683
O 1.55836 -0.40980 -0.54323
H -1.80008 0.87485 -1.95516
H -1.60301 0.36641 0.81042
H -1.20813 -1.94365 0.11088
H -1.31242 -1.45157 -1.67568
H 2.14727 -1.51103 1.12015
H 0.31896 0.95856 1.77080
H 2.10783 0.93746 1.62616
H 0.82329 1.50548 -1.02549
```

Results
E_HOMO (spin up / spin down)	-7.727 / -7.319	eV
multiplicity	1
maximum force	1.0	eV/Å
net charge	0
lowest unoccupied orbital energy (spin up / spin down)	0.0346 / 0.0254	Eh
HOMO-LUMO gap (spin up / spin down)	8.67 / 8.01	eV

Results of the Mulliken charge analysis, in e, for atoms 1 through 4: O -0.464; C 0.006; C -0.761; C -0.252

No. 3
DFT (ωB97M-V with the def2-TZVPD basis set) results for a 2-piece molecular cluster, C5H8O2 overall.

Structure (XYZ):
```
15
Properties=species:S:1:pos:R:3
C 1.83751 -0.17692 -0.28593
C 0.99532 0.64990 0.32229
C -0.17410 1.28698 -0.34118
O -0.59780 0.78289 -1.59991
C -1.48573 0.61850 -0.47344
C -1.68096 -0.76909 0.06865
O -1.04248 -1.61290 -0.68542
H 2.66887 -0.62855 0.24617
H 1.72543 -0.42740 -1.33801
H -0.38727 -1.47738 2.23145
H 1.12814 0.90873 1.37157
H -0.20129 2.37693 -0.27947
H -2.37580 1.24514 -0.49634
H 0.17677 -1.63483 2.68837
H -0.58661 -1.14203 -1.42880
```

Results
E_HOMO	-8.941	eV
multiplicity	1
maximum force	0.4	eV/Å
net charge	0
lowest unoccupied orbital energy	0.0256	Eh
HOMO-LUMO gap	9.64	eV

Results of the Mulliken charge analysis, in e, for atoms 1 through 4: C -0.658; C -0.350; C -0.073; O -0.522

No. 4
DFT (ωB97M-V with the def2-TZVPD basis set) results for a 2-piece molecular cluster, C5H8O2 overall.

Structure (XYZ):
```
15
Properties=species:S:1:pos:R:3
C 1.75184 0.49924 -0.55188
C 0.30941 0.78783 -0.73810
C -0.72657 0.86678 -1.52781
C -0.95412 1.28433 -0.12816
O -1.73005 0.52423 0.77070
H 2.20394 0.11183 -1.46986
H 2.27726 1.41725 -0.26450
H 1.91721 -0.22910 0.25042
H -1.15085 0.71896 -2.51140
H -1.07090 2.33383 0.14972
H -1.78352 -0.37530 0.40702
C -0.24709 -1.97260 1.40586
O -0.80401 -2.12129 0.34254
H -0.47654 -1.11001 2.05530
H 0.51497 -2.69110 1.75880
```

Results
E_HOMO	-9.112	eV
multiplicity	1
maximum force	0.6	eV/Å
net charge	0
lowest unoccupied orbital energy	0.0203	Eh
HOMO-LUMO gap	9.66	eV

Results of the Mulliken charge analysis, in e, for atoms 1 through 4: C -0.949; C 0.462; C -0.410; C -0.352

No. 5
DFT (ωB97M-V with the def2-TZVPD basis set) results for one molecule with the formula C5H8O2 in a non-equilibrium geometry.

Structure (XYZ):
```
15
Properties=species:S:1:pos:R:3
C 1.07429 -1.29822 1.10108
C 0.72463 -0.15878 1.31050
C 0.16999 0.99373 0.59985
O -0.64949 1.78905 1.41963
C -0.63679 0.62891 -0.65185
C -0.15041 -0.56043 -1.43947
O -0.30958 -1.76551 -0.67701
H 1.70580 -2.13991 1.20700
H 1.07415 1.53497 0.29169
H -0.29340 1.67632 2.30885
H -1.66502 0.42991 -0.34829
H -0.63860 1.48815 -1.32170
H -0.70912 -0.65757 -2.39215
H 0.90223 -0.36324 -1.71818
H -0.59869 -1.59737 0.31004
```

Results
E_HOMO	-9.299	eV
multiplicity	1
maximum force	3.3	eV/Å
net charge	0
lowest unoccupied orbital energy	0.0264	Eh
HOMO-LUMO gap	10.02	eV

Results of the Mulliken charge analysis, in e, for atoms 1 through 4: C -0.692; C -0.327; C 0.806; O -0.513

No. 6
DFT (ωB97M-V with the def2-TZVPD basis set) results for one molecule with the formula C5H8O2.

Structure (XYZ):
```
15
Properties=species:S:1:pos:R:3
O -0.37446 1.69580 0.38906
C 0.55622 1.30702 -0.60655
C 1.02540 -0.12986 -0.43537
C -0.20449 -1.05295 -0.37105
O 0.19225 -2.40442 -0.33209
C -1.14636 -0.69529 0.71975
C -1.04877 0.69921 1.09157
H -0.45090 0.38801 2.00839
H 1.38897 2.02223 -0.52086
H 0.04192 1.42872 -1.57249
H 1.57673 -0.22923 0.50600
H 1.70530 -0.40024 -1.24928
H -0.80654 -0.87214 -1.29469
H -0.48760 -2.88746 0.16244
H -1.96768 1.13062 1.50518
```

Results
E_HOMO	-8.991	eV
multiplicity	1
maximum force	0.6	eV/Å
net charge	0
lowest unoccupied orbital energy	0.0029	Eh
HOMO-LUMO gap	9.07	eV

Results of the Mulliken charge analysis, in e, for atoms 1 through 4: O -0.382; C -0.370; C -0.676; C 0.558

No. 7
DFT (ωB97M-V with the def2-TZVPD basis set) results for a 2-piece molecular cluster, C5H8O2 overall.

Structure (XYZ):
```
15
Properties=species:S:1:pos:R:3
O 0.80903 1.23826 -1.42106
C 1.12220 0.75626 -0.22672
C 1.02798 0.76851 1.06763
C 1.86123 -0.33689 0.44206
H -0.03679 1.72281 -1.32804
H 0.67032 1.19016 1.99289
H 2.94874 -0.28348 0.49722
H 1.48127 -1.36811 0.42911
C -1.32942 -1.10037 -0.50087
C -1.46159 0.23891 0.16697
O -1.68980 1.28087 -0.41849
H -1.04897 -1.00148 -1.55128
H -0.62317 -1.75315 0.02280
H -2.32227 -1.56160 -0.44273
H -1.40876 0.20931 1.27050
```

Results
E_HOMO	-8.958	eV
multiplicity	1
maximum force	0.5	eV/Å
net charge	0
lowest unoccupied orbital energy	0.0355	Eh
HOMO-LUMO gap	9.92	eV

Results of the Mulliken charge analysis, in e, for atoms 1 through 4: O -0.489; C 0.071; C -0.068; C -0.585

No. 8
DFT (ωB97M-V with the def2-TZVPD basis set) results for one molecule with the formula C5H8O2.

Structure (XYZ):
```
15
Properties=species:S:1:pos:R:3
C -1.37300 -0.63268 -0.24706
C -0.35977 0.52097 -0.09268
O -0.94928 1.78621 -0.17761
C 0.58566 0.40120 1.11470
C 1.49451 -0.55135 0.30181
C 0.80368 -0.00532 -0.96361
O 1.03257 -0.03815 -2.14220
H -1.95251 -0.80555 0.66164
H -2.04048 -0.37849 -1.07792
H -0.89192 -1.57719 -0.53107
H -1.43305 1.87292 -1.00933
H 1.08630 1.36228 1.28345
H 0.14481 0.04824 2.05105
H 2.57254 -0.39496 0.33158
H 1.27992 -1.60814 0.49725
```

Results
E_HOMO	-9.241	eV
multiplicity	1
maximum force	0.7	eV/Å
net charge	0
lowest unoccupied orbital energy	0.0306	Eh
HOMO-LUMO gap	10.07	eV

Results of the Mulliken charge analysis, in e, for atoms 1 through 4: C -1.365; C 1.134; O -0.572; C -0.752

No. 9
DFT (ωB97M-V with the def2-TZVPD basis set) results for a 2-piece molecular cluster, C5H8O2 overall.

Structure (XYZ):
```
15
Properties=species:S:1:pos:R:3
C -0.23563 -2.46422 -0.43375
C -0.24457 -1.38546 0.10533
C -0.18819 -0.07904 0.70535
C -1.27812 0.52201 1.19617
C 1.19112 0.56605 0.76029
O 2.10174 0.06101 -0.17512
H -0.20747 -3.43493 -0.87816
H -1.21710 1.51791 1.63029
H -2.24652 0.03288 1.20406
H 1.63049 0.34904 1.73918
H 1.07127 1.65789 0.68178
H 1.66306 0.02785 -1.03197
O -0.39822 1.10819 -1.99980
H -0.92137 1.27080 -1.20186
H -0.72047 0.25003 -2.30178
```

Results
E_HOMO	-9.545	eV
multiplicity	1
maximum force	0.5	eV/Å
net charge	0
lowest unoccupied orbital energy	0.0179	Eh
HOMO-LUMO gap	10.03	eV

Results of the Mulliken charge analysis, in e, for atoms 1 through 4: C 0.222; C -0.327; C -0.080; C -0.971

No. 10
DFT (ωB97M-V with the def2-TZVPD basis set) results for one molecule with the formula C5H8O2.

Structure (XYZ):
```
15
Properties=species:S:1:pos:R:3
C -1.48266 -0.59250 -0.24932
C -0.36635 0.43141 -0.08848
O -0.84471 1.74967 -0.15206
C 0.56274 0.19406 1.12625
C 1.63175 -0.46344 0.21646
C 0.85088 0.08567 -0.98025
O 1.10001 0.27037 -2.13962
H -2.27597 -0.38395 0.47637
H -1.90172 -0.54086 -1.26207
H -1.12368 -1.61521 -0.09050
H -1.48939 1.80541 -0.86872
H 0.89888 1.15273 1.52912
H 0.15077 -0.41917 1.93160
H 2.66371 -0.11526 0.31004
H 1.62574 -1.55893 0.24117
```

Results
E_HOMO	-9.253	eV
multiplicity	1
maximum force	0.6	eV/Å
net charge	0
lowest unoccupied orbital energy	0.0316	Eh
HOMO-LUMO gap	10.11	eV

Results of the Mulliken charge analysis, in e, for atoms 1 through 4: C -1.586; C 1.493; O -0.593; C -0.983

No. 11
DFT (ωB97M-V with the def2-TZVPD basis set) results for a 2-piece molecular cluster, C5H8O2 overall in a non-equilibrium geometry.

Structure (XYZ):
```
15
Properties=species:S:1:pos:R:3
C 1.00362 1.47361 0.21462
C 0.40564 0.06289 0.11823
O 1.50549 -0.82377 0.30504
C -0.89611 -0.23562 1.01863
O -0.87689 -1.55187 1.46166
C -0.27354 -0.18399 -1.12456
C -1.03895 -0.41350 -2.02801
H 1.61247 1.57058 1.12138
H 0.21719 2.22963 0.21910
H 1.66468 1.66738 -0.64161
H 1.39634 -1.57972 -0.28272
H -2.07606 0.00492 0.02517
H -0.81103 0.36122 1.94741
H -0.66401 -2.12835 0.71696
H -1.16884 -0.45340 -3.07131
```

Results
E_HOMO	-9.456	eV
multiplicity	1
maximum force	4.9	eV/Å
net charge	0
lowest unoccupied orbital energy	0.0206	Eh
HOMO-LUMO gap	10.02	eV

Results of the Mulliken charge analysis, in e, for atoms 1 through 4: C -1.511; C 1.337; O -0.571; C -0.565

No. 12
DFT (ωB97M-V with the def2-TZVPD basis set) results for a 2-piece molecular cluster, C5H8O2 overall in a non-equilibrium geometry.

Structure (XYZ):
```
15
Properties=species:S:1:pos:R:3
O 2.59688 0.57157 0.73369
C 1.62648 -0.18834 0.02586
C 0.29373 0.45189 0.40930
C -0.80514 0.52736 -0.60708
C -2.07975 0.72324 -0.28261
C -1.59074 -2.04743 0.44209
O -1.72482 -2.64421 -0.51319
H 3.47137 0.21593 0.54563
H 1.68639 -1.25527 0.30687
H 1.78511 -0.13221 -1.06677
H -0.05824 0.06725 1.37378
H 0.52920 1.50841 0.55070
H -0.49253 0.57336 -1.64991
H -2.84141 0.92414 -1.02777
H -2.39652 0.70431 0.75941
```

Results
E_HOMO	-9.565	eV
multiplicity	1
maximum force	1.2	eV/Å
net charge	0
lowest unoccupied orbital energy	0.0348	Eh
HOMO-LUMO gap	10.51	eV

Results of the Mulliken charge analysis, in e, for atoms 1 through 4: O -0.509; C -0.388; C -0.333; C -0.206

No. 13
DFT (ωB97M-V with the def2-TZVPD basis set) results for one molecule with the formula C5H8O2.

Structure (XYZ):
```
15
Properties=species:S:1:pos:R:3
C 1.09374 -0.53412 0.82118
C 0.99498 -0.98305 -0.59772
O -0.15151 -1.12883 -1.22658
C -1.26210 -0.77118 -0.59700
C -0.89128 1.22927 0.01179
O -0.11820 1.70800 1.09666
C 0.73978 0.84777 0.40279
H 0.39620 -0.99409 1.52788
H 2.10805 -0.64189 1.21496
H 1.85172 -1.12613 -1.24387
H -1.39075 -1.13759 0.41889
H -2.13358 -0.83214 -1.24416
H -0.86864 1.88669 -0.86246
H -1.91989 1.09014 0.36265
H 1.55148 1.38715 -0.08500
```

Results
E_HOMO	-6.941	eV
multiplicity	1
maximum force	0.4	eV/Å
net charge	0
lowest unoccupied orbital energy	0.0285	Eh
HOMO-LUMO gap	7.72	eV

Results of the Mulliken charge analysis, in e, for atoms 1 through 4: C -0.725; C -0.136; O -0.300; C -0.652

No. 14
DFT (ωB97M-V with the def2-TZVPD basis set) results for a 2-piece molecular cluster, C5H8O2 overall.

Structure (XYZ):
```
15
Properties=species:S:1:pos:R:3
C 1.81251 -0.47754 0.30581
C 0.50454 -1.14915 0.11979
C -0.41025 -1.97955 0.54200
C -0.72321 -1.25038 -0.70740
O -1.68512 -0.22176 -0.75678
H 2.34127 -0.86541 1.18132
H 2.44462 -0.61306 -0.57877
H 1.66399 0.59941 0.44320
H -0.74756 -2.67464 1.29869
H -0.72631 -1.74629 -1.68026
H -1.63880 0.25366 0.09011
C -0.70706 2.53019 -0.08588
O -0.90051 1.92190 0.94259
H -0.91780 2.07273 -1.06749
H -0.31168 3.56252 -0.07388
```

Results
E_HOMO	-9.107	eV
multiplicity	1
maximum force	0.6	eV/Å
net charge	0
lowest unoccupied orbital energy	0.0198	Eh
HOMO-LUMO gap	9.65	eV

Results of the Mulliken charge analysis, in e, for atoms 1 through 4: C -0.960; C 0.372; C -0.327; C -0.350

No. 15
DFT (ωB97M-V with the def2-TZVPD basis set) results for one molecule with the formula C5H8O2.

Structure (XYZ):
```
15
Properties=species:S:1:pos:R:3
C 2.03747 0.69280 0.46511
C 0.76780 0.41444 0.24961
C -0.57425 0.99960 0.38286
O -0.91193 2.08768 -0.41611
C -0.37591 -0.36019 -0.28083
C -0.84139 -1.60890 0.42605
O -0.62165 -0.31577 -1.66841
H 2.24070 1.62664 0.98110
H 2.88346 0.07714 0.16887
H -1.05356 1.03341 1.35951
H -0.87525 1.75509 -1.32774
H -1.90492 -1.78054 0.23283
H -0.69417 -1.49782 1.50560
H -0.27555 -2.48816 0.09886
H 0.18127 -0.58038 -2.13288
```

Results
E_HOMO	-9.288	eV
multiplicity	1
maximum force	0.3	eV/Å
net charge	0
lowest unoccupied orbital energy	0.0246	Eh
HOMO-LUMO gap	9.96	eV

Results of the Mulliken charge analysis, in e, for atoms 1 through 4: C -0.719; C 0.196; C -0.257; O -0.521

No. 16
DFT (ωB97M-V with the def2-TZVPD basis set) results for a 2-piece molecular cluster, C5H8O2 overall.

Structure (XYZ):
```
15
Properties=species:S:1:pos:R:3
C 1.77671 -0.24895 -0.01932
C 0.98001 0.71562 0.43925
C -0.16294 1.30996 -0.30832
O -0.56613 0.75792 -1.56351
C -1.48427 0.66532 -0.45186
C -1.73920 -0.69948 0.12874
O -1.23910 -1.59893 -0.66644
H 2.58532 -0.63050 0.60266
H 1.61581 -0.71408 -0.99964
H 0.62133 -1.81644 2.08600
H 1.13172 1.14437 1.43758
H -0.15979 2.40373 -0.28652
H -2.35806 1.31694 -0.52192
H -0.04763 -1.51897 1.95905
H -0.80101 -1.16743 -1.44252
```

Results
E_HOMO	-8.971	eV
multiplicity	1
maximum force	0.5	eV/Å
net charge	0
lowest unoccupied orbital energy	0.0244	Eh
HOMO-LUMO gap	9.64	eV

Results of the Mulliken charge analysis, in e, for atoms 1 through 4: C -0.623; C -0.344; C -0.018; O -0.534